Record 1
The following is a quantum chemistry calculation of 2 unconnected molecules or ions with the total composition C17H34Cl2NO2SSi, from the OMol25 dataset.

Results
Kohn-Sham gap (spin up / spin down) ... 0.3052 / 0.3419 hartree
Energy ... -2481.3648 hartree
Strongest force on any atom ... 0.62 eV/A

```
! RIJCOSX wB97M-V def2-TZVPD def2/J DEFGRID3
* xyz 0 2
C -0.767 2.367 1.956
C -1.796 2.369 0.870
Cl -2.584 3.908 0.720
C -2.103 1.345 0.057
Cl -3.238 1.683 -1.222
C -1.477 -0.062 0.095
Si -2.397 -1.232 -1.150
C -4.228 -1.335 -0.723
C -2.064 -0.767 -2.944
C -1.810 -3.007 -0.954
C -1.697 -0.729 1.485
C -0.577 -1.638 2.061
C -1.177 -2.974 2.538
C 0.094 -0.999 3.289
N 0.447 -1.967 1.036
O 1.250 -2.897 1.379
C 1.056 -0.925 0.167
C 1.748 -1.653 -1.000
C 2.152 -0.159 0.923
C 0.001 0.078 -0.369
H -1.201 2.072 2.917
H -0.358 3.369 2.081
H 0.050 1.690 1.725
H -4.642 -0.413 -0.317
H -4.372 -2.126 0.018
H -4.796 -1.621 -1.613
H -2.994 -0.640 -3.502
H -1.487 0.153 -3.054
H -1.490 -1.567 -3.423
H -2.185 -3.420 -0.017
H -0.735 -3.143 -1.016
H -2.291 -3.569 -1.763
H -2.599 -1.343 1.407
H -1.935 0.014 2.247
H -2.185 -2.812 2.923
H -1.189 -3.699 1.727
H -0.565 -3.406 3.331
H 0.387 0.034 3.140
H 0.957 -1.597 3.582
H -0.629 -1.018 4.110
H 2.731 -2.015 -0.694
H 1.178 -2.522 -1.322
H 1.888 -0.956 -1.827
H 2.692 0.426 0.181
H 1.759 0.506 1.689
H 2.840 -0.861 1.401
H 0.375 1.082 -0.158
H 0.004 0.012 -1.461
C 4.081 4.499 -1.047
S 2.962 3.493 -2.026
O 2.654 2.290 -1.205
C 4.177 2.978 -3.243
H 3.519 4.876 -0.196
H 4.911 3.883 -0.701
H 4.440 5.333 -1.649
H 5.000 2.472 -2.739
H 4.533 3.850 -3.790
H 3.681 2.293 -3.927
*
```

Record 2
The following is a quantum chemistry calculation of a molecular structure, C3H5FN2O2, from the OMol25 dataset.

Results
Kohn-Sham gap ... 0.3395 hartree
Energy ... -477.0231 hartree
ΔE to the lowest compared entry with this formula, charge and spin ... 4.2035 eV
Strongest force on any atom ... 6.64 eV/A

```
! RIJCOSX wB97M-V def2-TZVPD def2/J DEFGRID3
* xyz 0 1
C -1.416 0.155 0.088
C 1.024 0.312 0.143
C 2.300 -0.611 0.186
H -2.282 -1.742 -0.359
H -3.262 -0.054 -0.987
H -0.920 2.112 0.504
H 1.797 -1.382 -0.599
H 2.801 -0.957 1.444
N -2.578 -0.627 -0.446
N -1.703 1.414 0.089
O -0.190 -0.379 0.533
O 1.056 1.548 -0.110
F 3.373 0.213 -0.486
*
```

Record 3
The following is a quantum chemistry calculation of a molecular structure, C8H6F3N2O3PS2, from the OMol25 dataset.

Results
Kohn-Sham gap ... 0.3023 hartree
Energy ... -2081.1436 hartree
Strongest force on any atom ... 0.52 eV/A

```
! RIJCOSX wB97M-V def2-TZVPD def2/J DEFGRID3
* xyz 0 1
O 3.090 -0.755 0.515
P 2.850 0.451 -0.281
O 3.881 1.628 0.028
O 3.009 0.308 -1.863
C 1.226 1.184 0.002
C 0.046 0.230 -0.018
C 0.176 -1.022 -0.706
C -0.798 -1.955 -0.749
S -0.513 -3.520 -1.525
C -2.009 -1.680 -0.068
N -3.070 -2.485 0.036
S -4.139 -1.685 0.916
N -3.356 -0.332 1.219
C -2.171 -0.435 0.605
C -1.129 0.537 0.604
C -1.372 1.830 1.348
F -2.644 2.233 1.263
F -1.065 1.699 2.663
F -0.619 2.858 0.876
H 4.353 1.382 0.837
H 2.210 0.538 -2.348
H 1.330 1.638 0.987
H 1.062 2.017 -0.685
H 1.109 -1.274 -1.189
H -1.458 -3.392 -2.464
*
```

Record 4
The following is a quantum chemistry calculation of C4H8O2 in the gas phase, from the OMol25 dataset.

Results
Kohn-Sham gap ... 0.3556 hartree
Energy ... -307.5462 hartree
ΔE to the lowest compared entry with this formula, charge and spin ... 4.5233 eV
Strongest force on any atom ... 0.29 eV/A

```
! RIJCOSX wB97M-V def2-TZVPD def2/J DEFGRID3
* xyz 0 1
C 0.447 1.174 -1.240
C 0.145 0.707 0.173
O -1.246 0.817 0.420
C 0.475 -0.765 0.432
C -0.356 -1.369 1.488
O -0.583 -1.593 -0.165
H -0.069 0.552 -1.980
H 0.114 2.207 -1.375
H 1.524 1.129 -1.439
H 0.714 1.311 0.896
H -1.303 -0.938 -0.328
H 1.454 -1.124 0.110
H -1.356 0.241 1.230
H 0.040 -2.349 1.776
*
```

Record 5
The following is a quantum chemistry calculation of a molecular structure, C56H56AsF3N2O3P2SSn, from the OMol25 dataset.

Results
Kohn-Sham gap ... 0.2607 hartree
Energy ... -6333.3972 hartree
ΔE to the lowest compared entry with this formula, charge and spin ... 0.0000 eV
Strongest force on any atom ... 0.61 eV/A

```
! RIJCOSX wB97M-V def2-TZVPD def2/J DEFGRID3
* xyz 0 1
Sn 1.512 -1.215 0.512
C 2.972 1.967 1.686
C 4.148 1.417 2.494
C 5.446 2.010 1.935
C 4.228 -0.113 2.437
C 5.433 -0.681 3.206
O 4.859 -1.596 4.152
C 3.517 -1.584 3.950
N 3.068 -0.803 3.053
C 2.813 -2.531 4.862
C 3.494 -2.802 6.058
C 3.020 -3.720 6.972
C 1.862 -4.428 6.689
C 1.183 -4.170 5.514
C 1.613 -3.209 4.595
P 0.482 -2.909 3.144
C 0.337 -4.641 2.532
C 1.315 -5.028 1.612
C 1.301 -6.301 1.059
C 0.305 -7.201 1.409
C -0.677 -6.823 2.316
C -0.659 -5.554 2.880
C -1.091 -2.622 4.051
C -2.316 -2.871 3.428
C -3.510 -2.484 4.014
C -3.504 -1.817 5.233
C -2.296 -1.551 5.857
C -1.100 -1.943 5.268
H 3.005 3.059 1.663
H 2.006 1.669 2.089
H 3.036 1.613 0.653
H 4.046 1.715 3.545
H 5.644 1.609 0.936
H 6.314 1.800 2.561
H 5.353 3.093 1.848
H 4.271 -0.408 1.383
H 5.980 0.078 3.764
H 6.121 -1.239 2.574
H 4.413 -2.276 6.265
H 3.562 -3.896 7.893
H 1.486 -5.171 7.382
H 0.280 -4.727 5.299
H 2.084 -4.324 1.307
H 2.063 -6.579 0.342
H 0.291 -8.193 0.976
H -1.463 -7.518 2.585
H -1.429 -5.283 3.591
H -2.342 -3.369 2.466
H -4.448 -2.694 3.513
H -4.434 -1.499 5.686
H -2.278 -1.027 6.804
H -0.168 -1.708 5.765
O 0.240 0.629 3.643
H 0.400 -0.066 2.991
H 1.092 0.696 4.086
O -1.506 -0.695 1.559
H -2.356 -0.822 1.123
H -1.663 0.007 2.204
S 3.158 -2.447 -0.475
F -2.449 -5.268 -4.385
C -1.521 -5.674 -3.499
F -0.514 -6.212 -4.204
F -2.069 -6.652 -2.765
C -1.051 -4.521 -2.655
C -1.383 -4.432 -1.317
C -0.954 -3.313 -0.620
N -0.238 -2.339 -1.175
C 0.094 -2.449 -2.462
C -0.297 -3.518 -3.245
H -1.947 -5.211 -0.823
H -1.180 -3.194 0.435
H 0.715 -1.656 -2.863
H -0.011 -3.572 -4.286
C -1.076 1.297 -2.757
C -2.023 2.343 -3.334
As -2.138 2.159 -5.298
C -3.039 3.852 -5.677
C -2.907 4.395 -6.954
C -3.582 5.555 -7.305
C -4.406 6.185 -6.380
C -4.551 5.649 -5.111
C -3.871 4.487 -4.761
C -0.302 2.766 -5.607
C 0.125 4.043 -5.249
C 1.450 4.415 -5.420
C 2.365 3.512 -5.947
C 1.951 2.237 -6.306
C 0.621 1.868 -6.136
P -0.510 1.544 -0.996
C -2.086 1.843 -0.115
C -2.084 2.563 1.081
C -3.227 2.648 1.864
C -4.393 2.003 1.474
C -4.398 1.252 0.306
C -3.253 1.166 -0.475
C 0.200 3.228 -1.213
C -0.462 4.440 -1.022
C 0.182 5.643 -1.281
C 1.493 5.654 -1.738
C 2.162 4.454 -1.933
C 1.521 3.254 -1.667
H -0.142 1.295 -3.326
H -1.495 0.290 -2.839
H -1.654 3.349 -3.130
H -3.020 2.257 -2.906
H -2.264 3.909 -7.679
H -3.471 5.964 -8.301
H -4.935 7.090 -6.652
H -5.197 6.131 -4.388
H -3.997 4.083 -3.764
H -0.582 4.754 -4.835
H 1.768 5.413 -5.143
H 3.400 3.802 -6.080
H 2.659 1.534 -6.726
H 0.296 0.872 -6.416
H -1.172 3.043 1.417
H -3.204 3.212 2.788
H -5.287 2.076 2.079
H -5.295 0.723 0.004
H -3.269 0.547 -1.365
H -1.490 4.451 -0.683
H -0.344 6.577 -1.127
H 1.989 6.594 -1.941
H 3.184 4.451 -2.290
H 2.048 2.316 -1.817
*
```

Record 6
The following is a quantum chemistry calculation of a molecular structure, C15H21ClDyI2N2O2P, from the OMol25 dataset.

Results
Kohn-Sham gap (spin up / spin down) ... 0.1804 / 0.1802 hartree
Energy ... -3125.6970 hartree
Strongest force on any atom ... 4.47 eV/A

```
! RIJCOSX wB97M-V def2-TZVPD def2/J DEFGRID3
* xyz 2 6
I 4.597 2.824 1.257
I 4.809 0.323 0.059
Dy 1.878 1.537 0.111
P 1.653 2.743 -2.880
C 2.270 2.154 -4.495
C 0.408 3.967 -3.400
H 2.722 4.358 -1.415
H 3.268 4.565 -3.046
H 3.914 3.261 -2.100
C 2.998 3.809 -2.315
H 0.011 4.478 -2.524
H 0.778 4.742 -4.074
H 2.589 2.943 -5.189
H 1.507 1.582 -5.034
H -0.425 3.483 -3.912
H 3.143 1.507 -4.372
C 1.597 -0.407 -2.611
O 1.610 -1.344 -3.289
Cl 0.317 3.560 0.539
C -2.866 -3.484 1.710
N -2.096 -2.524 0.934
N -1.190 -1.618 1.393
C -0.656 -0.938 0.330
O 0.301 -0.031 0.343
C -1.327 -1.423 -0.778
C -2.185 -2.424 -0.404
C -3.064 -3.251 -1.290
C -1.047 -1.382 2.797
C -0.874 -2.451 3.691
C -0.531 -2.157 5.027
C -0.287 -0.818 5.405
C -0.377 0.228 4.468
C -0.782 -0.067 3.172
H -3.574 -3.994 1.041
H -3.439 -3.005 2.515
H -2.240 -4.274 2.145
H -1.128 -0.971 -1.729
H -2.860 -4.331 -1.300
H -4.144 -3.187 -1.102
H -2.936 -2.930 -2.336
H -0.924 -3.490 3.350
H -0.453 -2.967 5.766
H -0.025 -0.567 6.437
H -0.133 1.268 4.697
H -0.807 0.704 2.408
*
```